1.
Below is a gas-phase ion, C3H7N2Si (charge +1), with properties calculated with wB97M-V/def2-TZVPD.

Structure (XYZ):
```
13
Properties=species:S:1:pos:R:3:forces:R:3
C 2.0164 0.7464 0.1400 2.969 -2.626 0.788
C 0.7285 1.0452 0.3254 -0.608 4.516 -0.617
C 0.7330 -1.0336 -0.2607 -0.205 -1.695 0.846
N 2.0148 -0.6639 -0.2210 -1.376 2.826 0.831
N -0.0737 0.0042 0.0489 -0.905 -1.478 -0.086
Si -2.0044 0.0005 0.0032 1.110 -1.983 0.631
H 3.0041 1.1407 0.5368 -1.669 0.019 -1.164
H 0.3240 2.1222 0.3390 0.603 -2.014 0.636
H 0.4330 -2.1172 -0.2265 0.152 1.447 -0.678
H 2.8474 -1.2047 -0.3802 -0.084 -0.360 -0.006
H -1.9710 -0.4166 -1.3751 -0.617 -0.359 -0.474
H -2.6293 1.2944 0.1352 0.246 0.529 0.351
H -2.4040 -1.0877 1.0546 0.385 1.179 -1.058
```
Forces are in eV/Å.

LUMO energy in eV: -3.452
Multiplicity: 1
SMILES: [SiH3][n+]1cc[nH]c1
Charge: +1
HOMO in eV: -14.4
Relative energy (zero: lowest compared OMol25 entry of this formula, charge and spin) in kJ/mol: 44.0
Largest force on an atom in eV/Å: 4.60

=====

2.
Below is 2 unconnected molecules or ions with the total composition C3H7N3, with properties calculated with wB97M-V/def2-TZVPD.

Structure (XYZ):
```
13
Properties=species:S:1:pos:R:3:forces:R:3
N -1.8998 -0.4143 -0.1996 -0.185 0.107 -0.057
C -0.8202 0.5480 -0.0284 0.167 0.038 0.085
C 0.4213 -0.1034 0.4911 -0.077 -0.296 -0.133
N 0.4494 -1.3913 0.5336 0.017 0.262 0.018
C 2.5464 1.1841 -0.6226 1.079 0.529 -0.324
N 3.5834 1.6897 -0.8229 -0.935 -0.465 0.153
H -2.6201 -0.2868 0.5020 0.083 -0.069 -0.104
H -2.3389 -0.3307 -1.1079 0.057 -0.006 0.099
H -1.0674 1.3929 0.6269 0.036 -0.117 -0.080
H -0.5060 0.9927 -0.9807 -0.037 -0.014 0.127
H 1.3483 0.4994 0.6011 -0.221 -0.135 0.171
H -0.3894 -1.8880 0.2242 0.118 0.068 0.068
H 1.2929 -1.8924 0.7833 -0.102 0.096 -0.023
```
Forces are in eV/Å.

LUMO energy in eV: -0.298
Multiplicity: 1
HOMO in eV: -8.5
Relative energy (zero: lowest compared OMol25 entry of this formula, charge and spin) in kJ/mol: 258.3
Largest force on an atom in eV/Å: 1.25

=====

3.
Below is a molecular structure, C3H7N3, with properties calculated with wB97M-V/def2-TZVPD.

Structure (XYZ):
```
13
Properties=species:S:1:pos:R:3:forces:R:3
C -0.2457 -0.2058 1.5194 0.156 -0.022 -0.344
N -0.6450 1.2594 -1.2754 -0.297 0.010 0.125
C 0.3359 -1.0484 -1.3260 0.194 -0.059 0.461
C 0.7497 -0.2427 0.3833 -0.211 0.178 0.063
N 0.2400 0.2514 -0.9240 0.209 1.099 0.054
N 0.8953 -1.5517 -0.2735 0.034 -0.726 -0.058
H -0.1856 2.1644 -1.2056 -0.072 -0.286 -0.065
H -1.4784 1.2623 -0.6851 0.187 -0.018 -0.086
H 0.0866 -1.4850 -2.2749 -0.114 -0.143 -0.292
H 1.7062 0.2077 0.6616 0.001 -0.052 -0.052
H -1.1839 -0.6616 1.2068 -0.066 -0.029 -0.003
H -0.4249 0.8210 1.8351 -0.028 0.068 0.074
H 0.1499 -0.7709 2.3582 0.007 -0.020 0.122
```
Forces are in eV/Å.

LUMO energy in eV: 0.986
Multiplicity: 1
HOMO in eV: -8.8
Relative energy (zero: lowest compared OMol25 entry of this formula, charge and spin) in kJ/mol: 208.9
Largest force on an atom in eV/Å: 1.12

=====

4.
Below is C3H7N3 in the gas phase, with properties calculated with wB97M-V/def2-TZVPD.

Structure (XYZ):
```
13
Properties=species:S:1:pos:R:3:forces:R:3
C -1.4879 0.5298 -0.1150 -0.070 2.734 0.669
C -1.8324 -0.6378 -0.4869 -1.318 1.457 -0.789
C -0.1907 0.7166 0.9235 -0.974 2.184 -4.006
N 0.5090 -1.3735 0.3563 -2.180 -1.999 2.604
N 0.7776 -0.1304 0.3819 2.976 0.134 -1.458
N 1.6427 0.3089 -0.6595 -1.264 2.859 -0.012
H -1.9474 1.5343 -0.3969 0.471 -1.555 0.441
H -1.3662 -1.5287 -0.2828 0.705 -2.572 0.132
H -0.0602 1.8317 0.9087 0.949 -1.320 -0.057
H -0.4560 0.4191 1.8524 -0.908 -1.149 2.782
H 1.0822 -2.0108 -0.1640 0.722 0.592 -0.660
H 1.0656 0.7801 -1.4106 1.126 -1.274 0.772
H 2.2638 -0.4394 -0.9072 -0.236 -0.090 -0.418
```
Forces are in eV/Å.

LUMO energy (spin up / spin down) in eV: 0.759 / 0.025
Multiplicity: 1
HOMO (spin up / spin down) in eV: -8.2 / -7.2
Relative energy (zero: lowest compared OMol25 entry of this formula, charge and spin) in kJ/mol: 661.0
Largest force on an atom in eV/Å: 4.67

=====

5.
Below is C3H7N3 in the gas phase, with properties calculated with wB97M-V/def2-TZVPD.

Structure (XYZ):
```
13
Properties=species:S:1:pos:R:3:forces:R:3
C 0.7853 0.2292 -0.1687 1.085 1.076 1.399
C -0.5642 -0.3527 -0.4271 0.484 -0.412 -1.204
C -1.7659 -0.2787 0.4620 0.573 -0.058 2.062
H 2.6523 -0.4854 0.4193 -0.789 0.324 -0.872
H 1.6518 -1.6403 -0.0755 -0.814 -1.177 -0.110
H 1.8709 1.7659 0.2624 0.035 -0.049 -0.151
H -0.5034 -1.1197 -1.1873 -0.082 -0.427 0.056
H -2.5742 -1.0357 0.3844 0.749 0.567 -0.234
H -1.5671 -0.0115 1.5917 -0.384 0.106 -2.506
H -1.1740 1.4976 -0.3968 -0.222 0.196 0.040
N 1.8570 -0.6878 -0.2147 0.803 1.520 0.902
N 0.9107 1.5065 0.0500 -0.462 -1.999 -0.222
N -1.5792 0.6126 -0.6996 -0.975 0.333 0.838
```
Forces are in eV/Å.

LUMO energy in eV: 0.872
Multiplicity: 1
SMILES: [H]/N=C(\N)[C@H]1CN1
HOMO in eV: -9.5
Relative energy (zero: lowest compared OMol25 entry of this formula, charge and spin) in kJ/mol: 124.0
Largest force on an atom in eV/Å: 2.54

=====

6.
Below is C3H7N3 in the gas phase, with properties calculated with wB97M-V/def2-TZVPD.

Structure (XYZ):
```
13
Properties=species:S:1:pos:R:3:forces:R:3
C -1.1734 -1.3551 0.9894 -0.304 -0.712 0.740
C 0.1666 -1.0311 0.5859 1.661 0.451 0.032
C 0.1339 0.0479 -0.5664 0.006 1.383 3.519
N -2.1527 -1.5301 1.5606 -0.436 -0.105 -0.362
N -0.6587 1.2017 -0.0024 4.043 1.289 -0.542
N 1.4210 0.5108 -0.8366 1.124 -1.473 -0.645
H 0.5643 -0.5941 1.5858 -0.214 -0.175 -1.922
H 0.8477 -1.9120 0.3577 -1.211 0.909 0.034
H -0.3612 -0.2018 -1.4513 -0.549 -1.431 -1.408
H -0.4946 2.0231 -0.6441 -0.548 -1.222 0.938
H -1.5289 0.8730 -0.1221 -4.588 -0.477 -0.195
H 1.3241 1.2669 -1.4705 0.705 0.912 -0.321
H 1.9119 0.7008 0.0140 0.311 0.651 0.132
```
Forces are in eV/Å.

LUMO energy in eV: 0.822
Multiplicity: 1
SMILES: N#CCC(N)N
HOMO in eV: -9.8
Relative energy (zero: lowest compared OMol25 entry of this formula, charge and spin) in kJ/mol: 99.2
Largest force on an atom in eV/Å: 4.62

=====

7.
Below is C3H7N3 in the gas phase, with properties calculated with wB97M-V/def2-TZVPD.

Structure (XYZ):
```
13
Properties=species:S:1:pos:R:3:forces:R:3
C -1.2680 -0.4472 0.4085 0.025 2.208 1.227
C -0.5805 -1.4187 -0.1392 0.452 -0.333 -1.863
C -0.2649 0.5843 1.0308 0.019 -1.723 -4.886
N 0.8324 -1.1298 -0.1442 0.346 -1.472 -1.359
N 0.9947 0.2261 0.3032 0.616 0.023 -0.410
N 1.0426 0.9877 -0.9205 3.451 0.601 1.237
H -2.3115 -0.2189 0.5238 -0.303 -0.745 -0.085
H -1.0129 -2.2861 -0.6883 0.773 0.649 0.653
H -0.3579 1.5817 0.6275 -0.892 0.654 1.433
H -0.2011 0.3109 2.0072 0.410 0.353 3.126
H 1.3139 -1.1914 -1.1211 -1.327 0.057 2.400
H 1.7005 1.8185 -0.7615 -1.858 -1.492 -0.394
H 0.1126 1.1829 -1.1263 -1.711 1.221 -1.079
```
Forces are in eV/Å.

LUMO energy in eV: 1.094
Multiplicity: 1
SMILES: NN1CC=CN1
HOMO in eV: -8.0
Relative energy (zero: lowest compared OMol25 entry of this formula, charge and spin) in kJ/mol: 329.0
Largest force on an atom in eV/Å: 5.18

=====

8.
Below is C3H7N3O in the gas phase, with properties calculated with wB97M-V/def2-TZVPD.

Structure (XYZ):
```
14
Properties=species:S:1:pos:R:3:forces:R:3
C 1.2589 0.8999 -0.5368 0.119 0.076 0.000
N -0.0306 0.2453 -0.7276 0.046 -0.186 0.110
C -0.2985 -0.8010 0.2310 -0.242 0.117 0.115
N 0.6954 -1.7264 0.6088 -0.076 -0.187 0.017
C -1.5386 -0.7646 0.7188 -0.449 -0.244 0.509
O -2.5747 -0.8820 1.2665 0.714 -0.036 -0.363
N -1.1571 1.0812 -0.5178 -0.123 0.331 -0.158
H 2.0550 0.2423 -0.8966 -0.154 0.084 0.105
H 1.4679 1.1362 0.5211 -0.111 0.041 -0.122
H 1.2799 1.8213 -1.1274 -0.053 -0.180 0.056
H 0.6983 -1.8980 1.6061 0.133 0.024 -0.157
H 0.6675 -2.6087 0.1095 -0.047 0.093 0.019
H -0.9639 1.8435 0.1281 0.004 -0.031 -0.100
H -1.5594 1.4110 -1.3838 0.239 0.097 -0.032
```
Forces are in eV/Å.

LUMO energy in eV: 0.906
Multiplicity: 1
SMILES: CN(N)C(N)=C=O
HOMO in eV: -7.4
Relative energy (zero: lowest compared OMol25 entry of this formula, charge and spin) in kJ/mol: 324.5
Largest force on an atom in eV/Å: 0.80